# 1
{"formula": "C5H12N2", "method": "ωB97M-V with the def2-TZVPD basis set", "symbols": ["C", "C", "C", "C", "N", "C", "N", "H", "H", "H", "H", "H", "H", "H", "H", "H", "H", "H", "H"], "xyz": [[-0.20868, -0.48316, -2.98657], [0.26945, -0.20357, -1.58320], [-0.92116, -0.08556, -0.56245], [-0.76603, 1.05295, 0.44859], [0.30832, 1.13591, 1.35369], [0.95511, 0.14549, 1.85684], [0.47444, -1.15015, 2.04045], [0.51894, -0.53360, -3.79361], [-0.82098, -1.44428, -2.98240], [-0.98299, 0.26062, -3.36924], [1.03890, -1.02074, -1.26784], [0.89564, 0.74477, -1.45602], [-0.97799, -1.03209, -0.03977], [-1.92159, 0.05863, -1.05083], [-1.68726, 1.33592, 0.93270], [-0.62959, 2.07520, -0.11992], [1.78465, 0.47094, 2.57056], [0.28652, -1.56494, 1.24784], [1.04439, -1.80769, 2.53032]], "forces_ev_per_a": [[-2.4025, -0.2746, -0.9135], [1.6077, 0.5004, 1.3246], [0.1324, -0.0364, -0.2357], [-0.2483, 2.7229, -2.0371], [2.6135, -1.4306, 0.5527], [-0.7191, 2.3923, 2.3395], [1.4329, 1.8136, 3.5979], [0.3764, -0.1741, 0.3200], [0.9554, 0.8928, -0.0692], [0.9827, -0.5089, 0.7574], [-1.4801, 1.1254, -0.3899], [-0.8908, -1.0157, -0.6300], [-0.4224, -0.2411, 0.1063], [1.0183, -0.1223, 0.0712], [-0.6182, -0.6175, 0.6313], [-0.2987, -1.8988, 0.1567], [-0.8583, -0.7539, -1.0736], [-1.9243, -2.5720, -5.1682], [0.7433, 0.1986, 0.6596]], "mulliken_charge": [-1.248, -0.088, -0.636, -0.809, -0.454, 0.039, -0.430, 0.362, 0.289, 0.297, 0.163, 0.298, 0.305, 0.396, 0.400, 0.353, 0.307, 0.189, 0.267], "smiles": "CCCC/N=C\\N", "multiplicity": 1, "mol_weight_g_mol": 100.16, "energy_ha": -307.15589}

---

# 2
{"formula": "C5H12N2", "method": "ωB97M-V with the def2-TZVPD basis set", "symbols": ["C", "C", "C", "C", "N", "C", "N", "H", "H", "H", "H", "H", "H", "H", "H", "H", "H", "H", "H"], "xyz": [[0.01504, 0.47706, 2.08314], [-0.84805, 1.32159, 1.16129], [-0.46506, 1.43068, -0.31015], [-0.84435, 0.20469, -1.18852], [-0.34589, -1.06626, -0.65236], [0.82535, -1.33845, -1.04099], [1.52122, -2.52044, -1.13174], [-0.16896, -0.57795, 1.85164], [-0.18162, 0.59118, 3.14798], [1.09576, 0.51788, 1.88306], [-0.85757, 2.33916, 1.57538], [-1.82562, 0.80337, 1.12837], [-1.12653, 2.22286, -0.67907], [0.61075, 1.60140, -0.43264], [-1.93467, 0.24827, -1.18673], [-0.51526, 0.31772, -2.22112], [1.37118, -0.65936, -1.70976], [1.42885, -3.27417, -0.46794], [2.24544, -2.63925, -1.80984]], "forces_ev_per_a": [[0.6865, -1.5506, -0.6125], [-0.0468, -0.4478, 0.2076], [0.0017, -0.7055, -0.5129], [0.0925, 0.6000, 1.4793], [0.0497, -0.4973, 0.2637], [0.3615, 0.0668, -2.6003], [-0.4221, -0.7451, 1.6847], [-0.2160, 0.0465, 0.1664], [-0.0139, 0.3669, -0.0594], [-0.1375, 0.6637, 0.1942], [-0.6043, -0.2248, -0.1493], [-0.0509, 0.8904, 0.4856], [0.7667, 0.3656, -0.3035], [-0.1830, 0.5437, -0.0257], [-0.0733, -0.7195, -0.0998], [0.0976, 0.2754, -0.0959], [-0.1688, 0.5521, 0.0485], [-0.3276, 0.0853, -0.1340], [0.1880, 0.4344, 0.0633]], "mulliken_charge": [-1.181, -0.287, -0.415, -0.830, -0.534, 0.083, -0.342, 0.321, 0.330, 0.288, 0.331, 0.218, 0.273, 0.299, 0.405, 0.384, 0.227, 0.222, 0.205], "smiles": "CCCC/N=C/N", "multiplicity": 1, "mol_weight_g_mol": 100.16, "energy_ha": -307.18316}

---

# 3
{"formula": "C5H12N2", "method": "ωB97M-V with the def2-TZVPD basis set", "symbols": ["C", "C", "C", "N", "H", "H", "H", "H", "H", "H", "H", "C", "N", "C", "H", "H", "H", "H", "H"], "xyz": [[2.19461, 1.98573, -0.22984], [2.04694, 0.70788, -1.01628], [0.88955, 0.39254, -1.60372], [0.66067, -0.67640, -2.45570], [1.21943, 2.43850, -0.05929], [2.66240, 1.79205, 0.73816], [2.84119, 2.70775, -0.73244], [2.93953, 0.16932, -1.30766], [0.01786, 1.01660, -1.43755], [-0.27240, -1.02381, -2.52096], [1.32843, -1.43642, -2.44257], [-1.57967, -1.93916, 1.67548], [-2.42945, -1.01550, 1.62715], [-1.93258, 0.33306, 1.85598], [-1.92209, -2.95322, 1.52090], [-0.52396, -1.77166, 1.89503], [-2.09204, 0.89897, 0.93790], [-0.85666, 0.35649, 2.07343], [-2.46718, 0.79155, 2.68437]], "forces_ev_per_a": [[0.2919, -0.4593, 0.1028], [-0.3981, 0.7002, -0.5973], [0.1610, -0.1991, 0.4283], [0.4039, -0.3220, -0.3422], [-0.0038, 0.0893, 0.0292], [-0.0904, 0.0506, 0.0855], [-0.0686, 0.0411, -0.0982], [0.1198, -0.2207, 0.2646], [-0.0425, -0.0142, 0.0156], [-0.4026, 0.0353, 0.0744], [-0.0012, 0.2859, 0.0698], [-0.1981, -0.1276, 0.0933], [0.0448, 0.3309, 0.1192], [0.2878, -0.2225, -0.2516], [0.0677, -0.2434, -0.0748], [0.1575, 0.0151, -0.0144], [-0.1698, 0.2044, 0.1399], [-0.0068, -0.0225, 0.0488], [-0.1523, 0.0788, -0.0929]], "mulliken_charge": [-1.053, -0.166, -0.092, -0.523, 0.277, 0.279, 0.301, 0.299, 0.241, 0.226, 0.212, -0.239, -0.395, -0.583, 0.271, 0.223, 0.184, 0.259, 0.278], "smiles": "C/C=C/N.C=NC", "multiplicity": 1, "mol_weight_g_mol": 100.16, "energy_ha": -307.16083}

---

# 4
{"formula": "C5H12N2", "method": "ωB97M-V with the def2-TZVPD basis set", "symbols": ["C", "C", "C", "C", "C", "N", "N", "H", "H", "H", "H", "H", "H", "H", "H", "H", "H", "H", "H"], "xyz": [[1.71773, -0.84786, -0.67752], [0.55614, -0.19169, -0.68584], [-0.21816, 0.14806, -1.92381], [0.00321, 0.18402, 0.84113], [0.37077, 1.63377, 0.94399], [-1.35086, -0.03341, 0.87390], [-1.75924, -1.42647, 1.12013], [2.13974, -1.07343, 0.35484], [2.29927, -0.98968, -1.55023], [0.12412, -0.66990, -2.59304], [-1.21209, 0.05941, -1.68905], [0.00752, 1.07173, -2.56038], [0.70717, -0.51474, 1.42077], [1.38260, 1.78062, 0.60120], [-0.12184, 2.08212, 0.10728], [0.10314, 2.04418, 1.94004], [-1.95563, 0.46345, 1.45310], [-1.63798, -1.89033, 0.20352], [-1.15560, -1.82988, 1.81998]], "forces_ev_per_a": [[-0.4010, 0.6749, 2.0869], [0.5228, 0.1066, 2.2194], [3.2496, -0.1240, -1.6979], [3.6408, -1.0526, -3.1013], [-0.2502, -0.0429, 0.5196], [-1.9807, -3.0837, 0.0572], [0.0039, 1.1526, -1.7012], [-0.1629, 0.0648, -1.6724], [0.5128, -0.5220, -0.7021], [-0.8092, 0.3870, -0.0199], [-2.6472, -0.0200, 0.1360], [-0.2501, -0.7916, 1.5328], [-1.3942, 0.9458, 0.1316], [0.7016, -0.0457, 0.8723], [-1.0879, 0.9133, -0.0781], [0.3447, 0.2127, -0.7683], [-0.4159, 1.5210, 1.1779], [0.0466, -0.0225, 1.0324], [0.3766, -0.2736, -0.0247]], "mulliken_charge": [-0.966, 0.568, -1.257, 0.196, -1.531, -0.187, -0.678, 0.209, 0.377, 0.390, 0.360, 0.265, 0.318, 0.389, 0.449, 0.321, 0.233, 0.274, 0.270], "smiles": "C=C(C)[C@@H](C)NN", "multiplicity": 1, "mol_weight_g_mol": 100.16, "energy_ha": -307.11662}

---

Number 1: orbital gap 9.7809 eV, HOMO level -8.78 eV. Number 2: orbital gap 9.8963 eV, HOMO level -8.85 eV. Number 3: orbital gap 8.9498 eV, HOMO level -7.96 eV. Number 4: orbital gap 10.0296 eV, HOMO level -9.00 eV.